1.
Computed, not measured: C17H44N2O3PPtS2Sb as an isolated structure, with ωB97M-V/def2-TZVPD.

Element x y z (Å)
Pt 0.29 -0.37 -0.53
C 3.23 -2.88 1.23
C 3.81 -1.45 1.03
Sb 2.93 -0.58 -0.67
C 3.95 1.31 -0.66
C 4.08 1.93 0.82
C 4.09 -1.57 -2.14
C 5.50 -1.78 -1.70
H 3.44 -3.25 2.28
H 3.59 -3.63 0.52
H 2.12 -2.94 1.08
H 4.89 -1.53 0.79
H 3.62 -0.96 2.01
H 3.45 2.04 -1.26
H 5.00 1.19 -1.07
H 3.00 2.00 1.08
H 4.51 2.96 0.94
H 4.57 1.21 1.48
H 4.09 -0.85 -2.94
H 3.54 -2.45 -2.47
H 5.95 -0.87 -1.30
H 6.07 -2.12 -2.52
H 5.68 -2.48 -0.94
C 1.34 5.45 2.29
C 0.28 4.80 1.49
C 0.24 5.39 0.10
O 0.39 3.34 1.58
P -0.50 2.33 0.80
S 0.01 0.63 1.72
S -0.14 2.03 -1.15
O -1.98 2.69 1.08
C -3.02 3.51 0.36
C -4.01 3.93 1.42
C -3.72 2.68 -0.70
H 1.31 6.54 2.08
H 2.38 5.15 2.06
H 1.16 5.40 3.40
H -0.71 5.00 1.94
H 1.14 5.07 -0.51
H 0.21 6.49 0.19
H -0.59 5.06 -0.46
H -2.60 4.35 -0.12
H -4.60 3.09 1.82
H -4.69 4.74 1.03
H -3.52 4.34 2.30
H -4.36 1.90 -0.32
H -2.95 2.20 -1.33
H -4.30 3.27 -1.39
C -2.94 -5.79 -2.06
C -3.31 -4.36 -2.23
C -4.71 -4.15 -2.83
O -2.63 -3.44 -1.75
H -3.79 -6.29 -1.55
H -1.96 -5.87 -1.56
H -2.86 -6.31 -3.01
H -4.94 -3.08 -2.80
H -5.57 -4.88 -2.46
H -4.72 -4.59 -3.85
N -2.78 -1.68 1.00
C -2.19 -3.04 1.20
C -0.70 -3.01 1.01
N -0.29 -2.51 -0.39
H -3.72 -1.58 1.25
H -2.74 -1.55 -0.02
H -2.20 -0.95 1.44
H -2.70 -3.70 0.57
H -2.48 -3.37 2.18
H -0.38 -4.00 1.02
H -0.25 -2.48 1.86
H -0.94 -2.92 -1.09
H 0.64 -2.75 -0.61

Computed properties:
<S²>: 2.01
E_tot: -68195.5734 eV
Energy above the lowest of the compared OMol25 structures with the same formula, charge and spin: 81.15 kJ/mol
Charge: +2
2S+1: 3
Lowest unoccupied orbital energy (spin up / spin down): -0.189 / -0.262 Eh



2.
Computed, not measured: C17H45InN12O22 as an isolated structure, with ωB97M-V/def2-TZVPD.

Element x y z (Å)
C 3.82 1.44 -3.03
C 4.01 -0.07 -3.13
N 4.49 -0.51 -4.24
C 3.59 -0.83 -1.95
In 1.32 -1.01 -1.76
C 0.48 0.33 -3.37
C -1.07 0.34 -3.27
C -1.52 1.44 -2.30
N -2.64 1.05 -1.41
C 0.68 -3.13 -2.21
O 1.44 -3.85 -2.89
O -0.46 -3.48 -1.74
H 3.24 1.69 -2.14
H 3.25 1.77 -3.90
H 4.78 1.96 -3.01
H 4.54 -1.52 -4.18
H 3.94 -0.34 -1.05
H 3.97 -1.85 -1.99
H 0.70 -0.43 -0.16
H 0.83 -0.09 -4.32
H 0.84 1.36 -3.29
H -1.38 -0.64 -2.89
H -1.49 0.52 -4.27
H -1.82 2.31 -2.89
H -0.65 1.70 -1.69
H -2.24 0.86 -0.50
H -3.00 0.17 -1.75
C 3.16 -0.99 3.26
N 3.22 -0.77 1.79
O 3.03 -1.73 1.08
O 3.42 0.37 1.42
H 2.96 -2.04 3.43
H 4.12 -0.69 3.68
H 2.36 -0.37 3.64
C -2.26 -2.98 0.28
N -2.24 -1.86 1.25
O -2.49 -0.75 0.82
O -1.95 -2.10 2.41
H -2.52 -2.59 -0.69
H -1.27 -3.41 0.23
H -2.99 -3.70 0.66
C 0.04 -3.33 5.37
N 1.37 -3.50 6.03
O 1.39 -3.95 7.17
O 2.35 -3.19 5.40
H -0.72 -3.67 6.06
H -0.07 -2.28 5.13
H 0.05 -3.92 4.45
C 1.64 0.68 7.93
N 1.27 0.12 6.60
O 2.08 0.20 5.70
O 0.17 -0.38 6.50
H 2.65 1.08 7.85
H 0.91 1.44 8.17
H 1.59 -0.14 8.64
C 5.39 2.68 0.69
N 5.96 2.40 -0.66
O 5.89 3.27 -1.50
O 6.45 1.31 -0.83
H 4.98 3.68 0.67
H 4.62 1.93 0.86
H 6.19 2.57 1.41
C -4.62 3.70 -5.55
N -3.30 3.44 -4.92
O -2.61 2.56 -5.36
O -3.03 4.17 -3.98
H -4.77 3.03 -6.39
H -5.38 3.57 -4.79
H -4.60 4.74 -5.88
C -3.73 -5.00 -2.44
N -4.93 -4.48 -1.73
O -5.23 -4.99 -0.66
O -5.55 -3.57 -2.24
H -3.30 -5.80 -1.85
H -4.07 -5.34 -3.41
H -3.02 -4.18 -2.56
C -5.49 -7.83 1.66
N -4.45 -8.76 1.14
O -4.01 -8.58 0.04
O -4.14 -9.68 1.88
H -5.68 -7.06 0.92
H -6.36 -8.43 1.87
H -5.10 -7.40 2.58
C -3.38 7.29 -3.34
N -4.25 6.90 -4.47
O -3.84 7.06 -5.60
O -5.32 6.41 -4.19
H -2.46 7.69 -3.75
H -3.92 8.02 -2.75
H -3.20 6.39 -2.76
C 4.15 6.67 3.75
N 4.26 5.63 2.69
O 4.54 4.50 3.03
O 4.06 6.00 1.55
H 4.35 6.20 4.71
H 4.87 7.45 3.52
H 3.14 7.07 3.70

Computed properties:
E_tot: -86428.9258 eV
Energy above the lowest of the compared OMol25 structures with the same formula, charge and spin: 0.00 kJ/mol
Charge: -2
Lowest unoccupied orbital energy: 0.103 Eh